DFT (ωB97M-V/def2-TZVPD) results for a single C19H31N3O3S molecule in a non-equilibrium geometry.

Geometry as XYZ:
```
57
Properties=species:S:1:pos:R:3:forces:R:3
C -7.437519 -0.433818 -0.359446 0.0 0.1 0.2
C -6.776141 0.644527 0.489169 -0.1 -0.2 -0.1
C -5.495209 1.144911 -0.152028 0.3 -0.6 0.3
S -4.230293 -0.166724 -0.123699 -0.1 1.0 -0.3
O -4.256392 -0.796516 1.165409 0.0 0.2 0.2
O -4.376597 -0.997279 -1.284965 0.1 0.1 -0.3
N -2.845589 0.771200 -0.322122 -0.9 -0.5 0.0
C -2.198205 1.167256 0.912749 0.1 0.0 0.6
C -1.263188 0.089272 1.456141 0.1 0.1 -0.1
C -0.252597 -0.320837 0.386424 -0.2 -0.2 0.3
C 0.660638 -1.427628 0.905086 -0.1 0.5 -0.5
O 0.450612 -2.064202 1.913395 -0.1 -0.2 0.5
N 1.731336 -1.656401 0.103926 0.3 -0.1 -0.3
C 2.810373 -2.529133 0.495824 0.2 0.0 0.2
C 4.012922 -1.741986 1.060691 -0.4 -0.3 0.1
N 4.463771 -0.675923 0.199843 0.1 -0.2 0.0
C 5.323786 -1.054392 -0.900071 0.0 0.1 -0.3
C 4.597451 -1.178496 -2.243373 0.2 0.0 0.2
C 3.952147 0.604069 0.290447 0.0 0.2 0.1
C 2.973169 0.953324 1.233256 0.0 -0.1 0.2
C 2.477201 2.239535 1.313430 0.0 0.1 0.0
C 2.927490 3.233412 0.462646 0.0 0.2 0.0
C 3.901152 2.911618 -0.465940 -0.1 0.1 0.0
C 4.404268 1.628807 -0.555139 0.1 -0.1 -0.1
C -1.010680 -0.787702 -0.860997 0.0 0.3 -0.1
C -1.924930 0.335864 -1.349576 0.1 -0.5 -0.5
H -7.736626 -0.031593 -1.325092 0.0 0.0 -0.1
H -6.739233 -1.248571 -0.528290 -0.1 -0.2 -0.1
H -8.319777 -0.824238 0.141551 -0.1 -0.1 0.0
H -6.521878 0.231659 1.467129 -0.1 0.1 0.1
H -7.464763 1.481036 0.636341 0.1 0.0 0.0
H -5.624637 1.405762 -1.197891 0.1 0.1 -0.1
H -5.061476 1.978422 0.392380 0.1 0.1 0.0
H -1.641746 2.090576 0.713130 -0.1 0.0 0.0
H -2.985430 1.376207 1.637644 0.2 0.2 0.1
H -0.743942 0.460835 2.340475 0.0 0.0 0.1
H -1.852866 -0.780345 1.747801 0.1 0.0 0.1
H 0.371290 0.544119 0.123448 0.0 -0.1 0.0
H 1.928474 -1.006414 -0.640877 -0.1 0.0 0.1
H 3.120525 -3.124296 -0.367594 0.0 0.0 0.1
H 2.419230 -3.195592 1.267056 0.1 0.0 -0.1
H 3.750580 -1.335378 2.037464 0.1 -0.1 0.0
H 4.840279 -2.442310 1.211710 0.0 0.1 0.1
H 6.139556 -0.329957 -0.990904 0.0 -0.1 0.0
H 5.776919 -2.016860 -0.651475 0.0 0.1 0.0
H 3.860921 -1.977388 -2.215712 -0.1 -0.1 0.0
H 4.089913 -0.250125 -2.493598 0.0 0.1 -0.1
H 5.315145 -1.402298 -3.028652 0.0 0.0 -0.1
H 2.573380 0.223273 1.917693 0.0 -0.1 0.0
H 1.721443 2.461370 2.053585 -0.1 0.0 0.1
H 2.531749 4.235370 0.524048 0.0 0.1 0.0
H 4.278796 3.669445 -1.137580 0.0 0.0 -0.1
H 5.167399 1.440222 -1.291692 0.1 -0.1 -0.1
H -1.628560 -1.651688 -0.608823 0.0 -0.1 0.0
H -0.321107 -1.073315 -1.657567 0.0 0.0 0.0
H -1.332022 1.204404 -1.657858 -0.1 0.0 0.0
H -2.530513 -0.005108 -2.188944 0.2 0.1 -0.1
```
Forces are in eV/Å.

## Properties
HOMO-LUMO gap = 8.407 eV
Calculated total energy = -41654.75137 eV